1.
C3H11N2O | the ωB97M-V functional and the def2-TZVPD basis

Last column: Mulliken charge in e.
Cartesian coordinates (Å):
1 O 2.26 -1.05 -2.94  -0.645
2 N -0.98 1.58 0.96  -0.485
3 N 0.49 0.23 -0.94  -0.240
4 C -0.73 0.26 1.15  0.898
5 C -0.04 -0.45 0.24  -0.762
6 C -1.32 -0.41 2.37  -1.266
7 H -1.51 2.12 1.64  0.271
8 H 1.26 0.90 -0.79  0.388
9 H -0.21 -1.51 0.15  0.251
10 H -0.13 0.81 -1.52  0.363
11 H 2.39 -1.74 -3.61  0.327
12 H 0.80 -0.48 -1.62  0.325
13 H -0.56 -0.18 3.12  0.337
14 H -1.21 -1.48 2.23  0.338
15 H -2.30 0.01 2.57  0.412
16 H -1.28 1.95 0.07  0.187
17 H 3.08 -0.55 -3.08  0.301

## Properties
HOMO (eV): -13.02
Max |F| (eV/Å): 2.46
Total charge: +1

2.
C3H11N2O | the ωB97M-V functional and the def2-TZVPD basis

Last column: Mulliken charge in e.
Cartesian coordinates (Å):
1 O -0.29 0.36 0.18  -0.605
2 N -1.08 -0.68 2.08  -0.393
3 N 2.12 -0.39 -0.94  -0.204
4 C -1.31 -0.15 0.75  0.674
5 C 2.01 1.08 -1.03  -0.794
6 C -2.69 -0.20 0.16  -1.061
7 H -1.76 -1.31 2.50  0.227
8 H -2.71 0.20 -0.84  0.297
9 H -3.02 -1.32 0.06  0.306
10 H 1.96 1.52 0.02  0.317
11 H 1.76 -0.68 -0.12  0.248
12 H 3.08 -0.71 -0.97  0.381
13 H 1.17 1.67 -1.49  0.285
14 H 2.83 1.54 -1.57  0.390
15 H -0.16 -0.47 2.32  0.230
16 H 1.62 -0.75 -1.81  0.368
17 H -3.53 0.30 0.70  0.335

## Properties
HOMO (eV): -13.76
Max |F| (eV/Å): 5.48
Total charge: +1

3.
C3H11N2O2 | the ωB97M-V functional and the def2-TZVPD basis

Last column: Mulliken charge in e.
Cartesian coordinates (Å):
1 O -0.01 3.05 -0.35  -0.565
2 O 0.45 -2.05 2.31  -0.866
3 N -1.01 1.17 -1.39  -0.558
4 N 0.55 -0.93 0.18  -0.292
5 C 1.48 -1.93 -0.33  -0.941
6 C -0.27 -1.57 1.32  -0.427
7 C -1.13 2.12 -0.36  -0.187
8 H -0.94 -0.72 1.60  0.138
9 H -0.77 1.60 -2.27  0.241
10 H -2.04 2.71 -0.48  0.299
11 H -0.21 3.73 0.30  0.284
12 H 0.90 -2.75 -0.76  0.267
13 H 2.10 -1.52 -1.14  0.289
14 H 2.13 -2.34 0.45  0.317
15 H 1.13 -0.28 0.72  0.191
16 H -0.89 -2.32 0.77  0.253
17 H -1.15 1.58 0.59  0.196
18 H -0.33 0.44 -1.15  0.362

## Properties
HOMO (eV): -2.60
Max |F| (eV/Å): 0.43
Total charge: -1

Which HOMO-LUMO gap belongs to each record? In order, 9.7; 10.3; 6.1 eV.
Which E belongs to each record? In order, -8310.2053; -8310.1865; -10364.0246 eV.
Which relative energy (zero: lowest compared OMol25 entry of this formula, charge and spin) belongs to each record? In order, 153.1; 154.9; 76.0 kJ/mol.